170
Properties=species:S:1:pos:R:3:forces:R:3 method="wB97M-V/def2-TZVPD" charge=0 orbital_gap_ha=0.2882 fmax_ev_per_a=2.6 e_tot_ha=-7527.73929 smiles="CCCCc1c(Br)cc2c(c1CCF)N(CCC(=O)O)c1c(cc(CC(C)C)c([C@H](I)CC)c1C[C@@H]1CO1)S2.C[C@@H]1COC(=O)O1.C[C@@H]1COC(=O)O1.C[C@@H]1COC(=O)O1.C[C@@H]1COC(=O)O1.C[C@@H]1COC(=O)O1.C[C@@H]1COC(=O)O1.C[C@@H]1COC(=O)O1"
C -2.748966 3.790681 -4.267353 0.1 0.4 0.3
C -1.263207 4.014618 -3.892216 -1.0 -0.7 -0.2
C -0.699262 2.830353 -3.090147 0.0 0.7 0.4
C -0.076848 3.237966 -1.714285 -0.3 -1.0 -0.4
C -0.688081 2.398915 -0.612623 0.3 0.3 0.2
C -1.659729 2.917501 0.254088 0.4 -0.2 -0.3
Br -2.223131 4.726814 0.103927 -0.1 -0.1 0.0
C -2.240258 2.139259 1.238109 0.1 0.0 0.0
C -1.835164 0.825747 1.380154 0.0 -0.7 0.1
C -0.870107 0.260435 0.545954 0.2 0.5 -0.5
C -0.283094 1.057525 -0.453685 -0.7 0.0 0.1
C 0.780304 0.459366 -1.339781 0.3 -0.2 0.5
C 2.174194 0.689912 -0.739809 -0.3 0.2 -0.1
F 3.046005 1.197935 -1.694292 0.2 -0.1 -0.1
N -0.454683 -1.103355 0.666122 -0.2 0.1 0.8
C 0.711710 -1.282910 1.568761 -0.2 0.2 -0.3
C 0.431781 -1.784405 2.981328 0.6 0.0 0.8
C 1.772136 -1.988395 3.651223 0.2 -0.4 -0.2
O 2.662106 -2.605509 3.148390 0.6 0.0 -0.3
O 1.916760 -1.430429 4.885371 -0.8 0.8 0.0
C -1.540645 -2.024659 0.847974 0.0 -0.6 -0.4
C -2.587646 -1.732217 1.712571 -0.1 0.7 0.4
C -3.668173 -2.570350 1.870219 0.5 -0.3 -0.5
C -3.739425 -3.754026 1.136621 -0.4 -0.2 0.8
C -5.017579 -4.534674 1.346944 -0.3 0.2 -0.6
C -6.239329 -3.714987 0.846846 -0.7 -0.5 -0.1
C -7.262980 -4.598157 0.102352 0.0 0.1 -0.1
C -6.961975 -3.024181 2.014767 0.0 -0.5 -0.2
C -2.700766 -4.105707 0.285383 0.9 0.4 -0.6
C -2.671841 -5.370157 -0.526099 -1.0 -0.6 0.7
I -4.312173 -5.351904 -1.971824 0.3 0.1 -0.3
C -2.764801 -6.719157 0.255110 0.1 0.2 0.2
C -2.720223 -6.666707 1.790591 0.2 -0.7 -0.2
C -1.592841 -3.228055 0.127565 -0.2 0.6 0.0
C -0.483897 -3.514166 -0.846567 0.9 -1.0 0.0
C 0.479643 -4.637239 -0.419640 -2.5 0.3 0.7
C 0.237084 -5.310596 0.884774 2.2 0.9 -0.2
O 1.348243 -4.365855 0.601483 1.4 -0.4 -0.2
S -2.563842 -0.205353 2.619776 -0.2 0.1 0.0
H -2.953345 4.102241 -5.283967 -0.1 -0.1 -0.2
H -3.066693 2.760561 -4.125399 0.0 -0.2 -0.2
H -3.383792 4.395693 -3.620852 -0.1 0.0 0.1
H -0.730145 4.122331 -4.826343 0.4 0.3 0.0
H -1.232304 4.924302 -3.308881 0.4 0.2 -0.1
H 0.045028 2.298149 -3.674892 0.1 -0.1 -0.2
H -1.516236 2.140054 -2.901417 0.0 -0.2 0.0
H 0.988355 3.026237 -1.769863 0.2 0.3 0.2
H -0.237867 4.289680 -1.532199 0.1 0.2 0.0
H -3.005187 2.537359 1.884264 -0.1 0.1 0.1
H 0.637553 -0.611558 -1.406297 -0.3 -0.2 -0.1
H 0.748812 0.854311 -2.343504 0.1 0.2 -0.2
H 2.603065 -0.219113 -0.327905 0.1 -0.1 -0.1
H 2.106084 1.426424 0.054866 0.1 0.2 0.2
H 1.169150 -0.300007 1.675434 0.1 0.1 -0.1
H 1.456767 -1.917706 1.099040 0.0 -0.3 0.0
H -0.105304 -1.064951 3.585289 -0.4 0.0 -0.1
H -0.064234 -2.750869 3.016793 -0.3 -0.1 -0.2
H 2.724299 -0.907165 4.903503 0.4 -0.4 0.2
H -4.478535 -2.324668 2.534882 0.0 0.3 0.1
H -5.176874 -4.720175 2.407420 0.2 -0.1 0.2
H -5.012770 -5.503005 0.859132 0.1 -0.1 -0.1
H -5.897821 -2.996996 0.105060 0.2 0.3 0.2
H -7.116424 -4.553238 -0.973046 0.1 -0.2 -0.1
H -8.276586 -4.245402 0.276820 -0.1 0.1 0.1
H -7.210895 -5.639442 0.408668 0.0 -0.1 0.1
H -7.396789 -2.077620 1.724200 0.0 0.2 0.0
H -7.782481 -3.662579 2.340303 -0.1 -0.1 0.1
H -6.322984 -2.892568 2.876252 0.0 0.3 0.1
H -1.809663 -5.415378 -1.156983 0.2 0.1 -0.2
H -3.671819 -7.243008 -0.018171 -0.2 -0.1 -0.1
H -1.951995 -7.354533 -0.093213 0.2 0.0 -0.1
H -2.195335 -5.815861 2.204917 -0.1 0.3 0.0
H -2.195857 -7.555130 2.140243 0.1 -0.1 0.1
H -3.717988 -6.752176 2.202456 -0.1 0.3 0.2
H -0.860840 -3.837468 -1.813369 -0.2 0.4 -0.2
H 0.181502 -2.667818 -0.961578 -0.3 0.5 -0.3
H 0.845491 -5.277734 -1.207702 0.2 -0.1 -0.3
H 0.577709 -6.332442 0.946406 -0.1 -0.2 0.4
H -0.125494 -4.764206 1.735866 -1.6 -0.7 0.0
C 3.980019 3.449818 1.558520 -0.2 0.1 0.2
C 2.807956 3.596770 2.498596 0.3 -0.1 -0.4
C 1.459444 3.741523 1.834122 -0.2 -0.2 0.1
O 0.716926 4.475940 2.817918 0.1 0.0 0.0
C 1.607485 5.209429 3.529501 0.0 0.0 0.1
O 1.318526 6.062714 4.301421 0.0 0.1 0.0
O 2.879231 4.831685 3.237931 -0.2 -0.1 0.1
H 3.991328 2.453473 1.115920 -0.1 0.0 0.0
H 3.939170 4.183333 0.757193 0.0 0.0 0.0
H 4.913001 3.608743 2.086187 0.0 -0.1 0.1
H 2.800743 2.778957 3.227180 -0.1 0.0 0.0
H 0.975008 2.790416 1.622822 -0.2 0.0 0.1
H 1.496902 4.336016 0.917188 0.1 0.0 0.0
C 2.961843 7.288763 0.630159 -0.3 0.1 0.1
C 2.688094 7.081534 -0.837930 0.1 0.1 0.5
C 2.850133 8.315285 -1.691333 0.1 0.0 -0.2
O 1.961563 8.044420 -2.781850 0.0 0.0 0.1
C 0.985065 7.224660 -2.317072 0.1 0.1 0.0
O -0.004263 6.961900 -2.915785 -0.1 -0.1 0.0
O 1.301322 6.761174 -1.081296 0.1 0.0 -0.2
H 4.032422 7.385001 0.808279 0.0 -0.1 0.0
H 2.462286 8.186266 0.997891 0.0 0.0 0.0
H 2.587087 6.451950 1.215555 0.1 -0.1 0.0
H 3.287315 6.252062 -1.224408 0.0 0.0 -0.1
H 3.865610 8.462628 -2.050934 -0.1 0.0 -0.2
H 2.507909 9.222288 -1.187632 0.0 -0.1 0.1
C -7.374268 2.679722 0.325783 0.3 -0.1 -0.1
C -7.782849 1.952515 1.582167 0.1 0.2 -0.3
C -7.445320 2.656706 2.874978 -0.2 0.0 0.2
O -7.325516 1.558381 3.790519 0.0 0.0 -0.1
C -6.949833 0.472274 3.070961 0.1 0.0 -0.1
O -6.587585 -0.558328 3.532302 0.1 0.2 0.3
O -7.046003 0.725703 1.741103 -0.1 0.0 0.2
H -8.035371 3.526151 0.141906 0.0 0.0 0.0
H -6.349583 3.046703 0.400624 0.0 0.0 0.0
H -7.415037 2.010028 -0.532404 -0.1 0.0 0.0
H -8.845240 1.695204 1.541434 0.0 0.0 0.1
H -8.216012 3.348498 3.205664 0.0 -0.1 0.1
H -6.485052 3.175797 2.833687 0.0 0.0 -0.1
C 0.597927 -0.231862 -8.776110 -0.3 -0.1 -0.1
C 0.389102 1.118474 -8.138030 0.1 -0.4 -0.2
C 0.248648 1.106149 -6.635100 0.2 0.1 0.2
O -0.538688 2.280142 -6.396519 0.0 -0.2 -0.2
C -1.288597 2.494630 -7.511380 0.0 0.0 -0.1
O -2.176440 3.273985 -7.592187 -0.1 0.1 0.0
O -0.871762 1.691345 -8.524758 0.1 0.1 0.2
H 1.611286 -0.588605 -8.593455 0.0 0.0 0.0
H -0.107150 -0.964632 -8.381111 0.0 0.0 0.0
H 0.435015 -0.174000 -9.851602 0.1 0.1 0.0
H 1.175661 1.810436 -8.452772 0.0 0.0 0.1
H 1.200654 1.172507 -6.112781 -0.1 0.2 0.1
H -0.306774 0.239643 -6.267702 0.0 -0.1 -0.1
C 9.325443 5.088304 4.374903 -0.3 0.1 0.1
C 9.015648 4.958301 2.906035 0.2 0.1 0.5
C 9.255647 6.203577 2.088263 0.1 0.0 -0.2
O 8.329687 6.025316 1.002216 0.0 0.0 0.1
C 7.308916 5.266883 1.463443 0.1 0.0 0.1
O 6.290726 5.070084 0.881855 0.1 0.2 -0.2
O 7.604843 4.749435 2.678715 0.1 0.0 -0.2
H 10.402356 5.096084 4.538152 0.0 0.0 0.0
H 8.901093 6.006249 4.784593 0.0 0.0 0.0
H 8.893666 4.257084 4.930656 0.1 -0.1 0.0
H 9.545719 4.100282 2.487799 0.0 0.0 -0.1
H 10.272967 6.287278 1.715077 -0.1 0.0 -0.2
H 8.988806 7.118275 2.621702 0.0 -0.1 0.1
C -4.141281 -11.378869 -1.987727 0.2 0.1 0.2
C -5.414031 -10.603009 -1.760128 0.4 -0.2 -0.1
C -5.726700 -9.556678 -2.802552 -0.2 0.0 -0.2
O -6.515496 -8.616614 -2.059477 0.1 -0.1 0.1
C -6.127948 -8.709355 -0.763387 0.0 0.0 0.0
O -6.444455 -7.955381 0.096438 0.0 0.1 0.1
O -5.327386 -9.789109 -0.576930 -0.1 0.1 -0.1
H -4.269980 -12.095600 -2.798288 0.0 0.0 0.0
H -3.316033 -10.711030 -2.239408 0.0 0.0 0.0
H -3.857190 -11.918069 -1.084750 -0.1 -0.1 0.0
H -6.255597 -11.288969 -1.627154 -0.1 0.1 0.0
H -6.291369 -9.945006 -3.646785 -0.1 0.1 0.1
H -4.835378 -9.041008 -3.168210 0.1 -0.1 0.1
C 8.971265 -1.420565 2.082529 0.3 -0.1 0.0
C 9.235248 -0.189138 2.911170 -0.1 -0.3 -0.3
C 9.537039 1.064200 2.124874 -0.1 0.2 0.0
O 10.336667 1.813370 3.054455 -0.1 -0.1 -0.1
C 10.958165 0.915960 3.867373 0.0 -0.1 0.1
O 11.824408 1.189104 4.628148 0.1 0.1 0.0
O 10.443978 -0.323563 3.684370 -0.1 0.2 0.0
H 7.986814 -1.365725 1.618862 0.0 0.0 0.0
H 9.721381 -1.533074 1.298462 0.0 0.1 0.0
H 9.016391 -2.313962 2.703698 -0.1 0.0 0.0
H 8.413237 -0.023667 3.613284 0.0 0.1 0.0
H 8.645683 1.623792 1.847471 0.1 0.1 0.1
H 10.136852 0.872097 1.232575 0.0 -0.1 0.0